Record 1
{
  "formula": "H72O36",
  "method": "wB97M-V/def2-TZVPD",
  "symbols": ["H", "O", "O", "O", "H", "O", "H", "H", "H", "O", "H", "H", "O", "O", "H", "H", "H", "O", "H", "H", "H", "H", "H", "H", "O", "O", "H", "H", "H", "O", "O", "H", "H", "H", "H", "H", "H", "O", "H", "H", "H", "H", "H", "H", "H", "O", "O", "H", "H", "H", "O", "H", "H", "O", "H", "H", "H", "O", "O", "H", "O", "H", "H", "H", "H", "O", "H", "O", "O", "O", "O", "O", "H", "H", "O", "O", "H", "H", "H", "O", "O", "O", "H", "O", "H", "H", "O", "H", "H", "H", "H", "H", "H", "H", "H", "H", "H", "H", "H", "H", "O", "O", "O", "H", "H", "H", "H", "H"],
  "xyz": [[7.618, 7.224, 12.541], [8.017, 12.554, 15.838], [6.785, 9.491, 12.902], [12.572, 15.411, 10.291], [12.144, 14.628, 9.956], [5.967, 13.748, 12.270], [10.355, 9.834, 17.000], [10.527, 8.334, 6.589], [13.828, 7.659, 16.179], [8.702, 11.715, 7.607], [9.951, 8.093, 8.052], [12.209, 9.526, 9.923], [11.391, 10.057, 9.801], [14.390, 7.317, 14.676], [8.472, 8.542, 9.732], [5.844, 14.683, 12.033], [12.784, 12.959, 17.101], [11.996, 16.340, 16.300], [13.144, 7.334, 10.495], [6.040, 10.129, 12.976], [12.151, 11.753, 12.965], [12.532, 17.155, 16.218], [10.094, 9.477, 14.195], [10.872, 9.666, 12.878], [12.527, 11.027, 12.403], [11.095, 6.907, 15.204], [13.331, 14.967, 10.739], [9.137, 13.771, 15.700], [8.525, 11.046, 10.787], [12.303, 12.168, 16.815], [11.587, 13.031, 13.578], [13.062, 15.814, 13.267], [13.505, 12.351, 7.738], [8.037, 11.631, 16.202], [14.304, 9.022, 16.605], [10.801, 7.386, 16.022], [11.056, 5.485, 9.676], [11.699, 5.623, 10.377], [11.911, 16.017, 15.409], [14.580, 9.931, 12.031], [10.375, 12.057, 9.847], [11.471, 15.759, 11.703], [9.097, 15.103, 13.989], [15.380, 14.391, 11.507], [15.105, 14.139, 15.572], [14.650, 13.289, 15.482], [13.492, 8.096, 10.004], [11.339, 13.097, 14.513], [11.838, 10.241, 18.458], [8.963, 7.870, 12.746], [15.865, 15.196, 11.717], [14.564, 13.438, 7.454], [10.338, 6.359, 14.997], [11.383, 15.745, 12.650], [12.295, 8.844, 17.934], [15.847, 15.724, 10.934], [9.869, 13.261, 8.983], [11.746, 11.243, 6.857], [11.523, 9.351, 18.244], [9.015, 12.472, 13.100], [9.952, 10.374, 16.273], [8.651, 7.185, 10.481], [8.087, 16.253, 13.967], [13.934, 10.398, 14.138], [7.828, 12.097, 7.655], [10.045, 9.301, 13.242], [6.810, 13.748, 12.752], [14.209, 12.865, 8.137], [8.635, 15.741, 13.382], [13.856, 15.855, 13.808], [14.418, 10.475, 14.937], [8.568, 7.102, 12.379], [13.960, 13.517, 14.853], [7.403, 13.098, 16.345], [8.800, 10.264, 10.271], [13.703, 8.331, 16.904], [10.079, 14.992, 16.032], [13.598, 7.716, 9.121], [7.562, 10.010, 12.616], [6.626, 10.010, 15.742], [8.692, 12.656, 12.193], [9.849, 14.370, 15.338], [9.315, 13.279, 11.840], [8.609, 7.578, 9.565], [11.121, 9.743, 8.931], [11.174, 11.974, 7.104], [10.711, 8.396, 7.535], [14.419, 8.173, 14.252], [12.135, 11.139, 11.524], [11.273, 10.412, 7.097], [14.294, 8.598, 11.361], [10.501, 16.015, 12.930], [12.993, 11.718, 16.308], [15.002, 11.226, 14.834], [13.867, 12.537, 11.570], [14.055, 12.898, 10.042], [9.688, 10.067, 10.537], [10.668, 11.027, 16.243], [13.570, 6.930, 14.374], [6.746, 9.282, 15.094], [14.605, 8.998, 12.170], [10.510, 13.012, 9.689], [14.101, 13.249, 10.965], [11.459, 13.934, 13.280], [5.708, 9.912, 16.091], [11.275, 5.294, 11.180], [14.614, 15.864, 13.184], [8.718, 11.187, 8.440]],
  "forces_ev_per_a": [[0.388, 0.005, -0.127], [0.056, -0.232, 0.225], [-0.368, 0.626, -0.099], [0.830, 0.046, 0.480], [-0.645, -0.524, -0.516], [-0.010, 0.643, 0.126], [-0.441, -0.089, -0.255], [-0.300, -0.157, 0.317], [-0.027, 0.681, 0.675], [0.289, -0.446, 0.984], [-0.386, -0.370, 0.002], [-0.322, 0.084, 0.249], [0.834, -0.213, 0.323], [0.279, -0.813, -0.028], [-0.099, -0.947, 0.084], [0.031, -0.522, 0.107], [-0.284, -0.032, -0.032], [0.138, 0.787, 0.642], [-0.423, -0.049, -0.007], [0.902, -0.488, -0.125], [0.048, -0.060, -0.506], [-0.428, -0.792, -0.024], [0.002, 0.012, 0.121], [-0.147, -0.177, 0.192], [0.203, -0.247, -0.170], [-0.247, 0.727, 1.254], [-0.536, 0.500, -0.242], [0.743, -0.114, -0.280], [0.087, -0.242, 0.109], [0.215, 0.180, -0.019], [-0.215, -0.008, 1.033], [-0.306, 0.153, -0.211], [-0.392, -0.362, -0.366], [-0.019, 0.861, -0.348], [-0.114, 0.207, 0.025], [0.612, -0.503, -1.046], [-0.083, 0.108, 0.001], [0.170, -0.015, 0.169], [0.313, -0.121, -0.714], [-0.168, 0.917, -0.220], [0.204, 0.586, -0.335], [0.196, 0.110, -1.236], [-0.440, 0.468, -0.113], [-0.167, -0.394, -0.249], [0.001, -0.209, 0.017], [0.283, 0.288, 0.107], [-0.368, -0.641, -0.561], [-0.083, -0.175, 0.159], [0.090, -0.311, -0.144], [1.110, 1.547, 0.639], [0.251, 0.091, 1.109], [-0.036, 0.012, -0.016], [-0.221, -0.201, -0.250], [-0.106, -0.440, 1.569], [0.336, 0.146, -0.292], [0.025, 0.504, -0.802], [0.570, -0.525, 0.697], [0.152, -0.720, 0.122], [-0.383, 0.161, 0.401], [-0.167, 0.033, -0.684], [0.545, -0.251, 0.216], [0.008, 0.642, -0.886], [-0.316, 0.417, 0.302], [-0.815, -0.154, -1.403], [-0.455, 0.284, -0.299], [0.117, 0.441, -0.130], [-0.071, -0.129, -0.347], [0.197, 0.077, 0.452], [0.619, -0.707, -0.229], [0.949, -0.127, 0.107], [0.375, -0.194, 1.451], [-1.379, -1.697, -0.592], [-0.275, 0.123, -0.297], [-0.269, -0.575, 0.080], [-1.527, 1.006, -0.362], [-0.031, -0.483, 0.160], [0.187, 0.197, 0.267], [0.138, 0.257, -0.016], [-0.461, -0.291, 0.233], [-1.050, -0.684, 0.194], [-0.353, -0.907, 1.112], [-0.403, -0.310, 0.203], [0.621, 0.573, -0.475], [0.166, 0.330, 0.571], [-0.246, -0.049, -0.280], [-0.419, -0.132, 0.065], [0.533, 0.460, -0.108], [0.223, 0.516, -0.515], [-0.054, -0.046, 0.142], [0.346, 0.972, -0.272], [0.110, 0.053, -0.516], [-0.394, 0.271, -0.285], [0.120, -0.352, -0.122], [0.228, 0.463, 0.014], [-0.204, -0.214, 0.074], [0.212, 0.307, 0.544], [1.249, -0.296, 0.374], [-0.221, 0.403, -0.251], [-0.474, -0.238, -0.264], [-0.099, 0.766, 0.379], [0.593, -0.682, 1.331], [-0.538, 0.106, -0.368], [0.089, -0.401, -0.636], [0.133, 0.811, -0.678], [1.130, 0.004, -0.445], [0.007, 0.105, -0.112], [-0.411, -0.092, 0.248], [0.147, 0.084, -0.552]],
  "lowdin_charge": [0.05, -0.06, -0.07, -0.06, 0.00, -0.08, 0.01, 0.07, 0.01, -0.06, 0.02, 0.05, -0.06, -0.03, 0.01, 0.04, 0.05, -0.06, 0.06, 0.07, -0.01, 0.06, 0.03, 0.03, -0.08, -0.05, 0.02, 0.03, 0.05, -0.05, -0.03, -0.03, 0.01, 0.05, 0.02, 0.06, 0.04, -0.04, -0.01, 0.00, 0.00, 0.02, 0.00, -0.01, 0.06, -0.05, -0.04, 0.04, 0.05, -0.04, -0.04, 0.06, 0.03, -0.05, 0.01, 0.04, 0.06, -0.06, -0.07, 0.06, -0.08, 0.02, 0.04, -0.01, 0.05, -0.05, -0.01, -0.03, -0.07, -0.07, -0.01, -0.05, 0.02, 0.07, -0.06, -0.09, 0.05, 0.09, 0.02, -0.08, -0.04, -0.07, 0.02, -0.10, 0.00, 0.02, -0.05, 0.01, 0.02, 0.01, -0.03, 0.03, 0.02, 0.04, 0.04, 0.05, 0.00, 0.00, 0.04, 0.03, -0.03, -0.06, -0.06, 0.02, 0.06, 0.05, 0.02, 0.02],
  "largest_force_ev_per_a": 2.27,
  "relative_energy_kj_mol": 112.7
}

---

Record 2
{
  "formula": "H7N9S2",
  "method": "wB97M-V/def2-TZVPD",
  "symbols": ["N", "H", "H", "S", "N", "H", "S", "N", "H", "H", "N", "H", "N", "N", "H", "N", "N", "N"],
  "xyz": [[2.324, 0.624, 1.166], [-2.042, -1.002, -0.522], [-0.274, 1.321, -0.757], [2.852, -0.081, -2.758], [-1.240, -0.449, -0.819], [0.593, -1.396, -2.396], [0.884, 2.818, 1.836], [1.698, -0.036, -1.473], [-1.050, 1.902, 1.226], [-0.291, 0.616, 2.676], [-0.032, -1.444, -0.564], [0.217, -0.927, 0.223], [1.396, 1.282, 1.455], [-1.269, 0.920, 1.098], [2.166, 0.105, -0.551], [-1.143, 0.809, -0.309], [1.043, -1.329, -1.393], [-0.174, 0.269, 1.763]],
  "forces_ev_per_a": [[0.152, 0.678, 1.138], [0.210, 0.708, 0.380], [-1.811, -1.419, 1.292], [-0.414, 0.394, 0.370], [1.206, -1.726, -2.317], [1.519, -0.236, 2.147], [0.353, 1.508, 0.733], [0.660, -0.402, -0.107], [-0.406, 0.979, 0.479], [-0.028, 0.346, 1.828], [-2.248, 1.039, 0.387], [1.148, -0.154, 2.846], [0.912, -0.635, -2.007], [1.728, -0.675, -0.449], [-0.346, 0.081, -0.269], [0.750, 1.163, -0.742], [-1.505, -0.126, -4.297], [-1.879, -1.523, -1.412]],
  "mulliken_spin": [0.43, 0.00, 0.00, 0.27, 0.02, 0.01, 0.31, 0.24, 0.03, -0.10, -0.02, 0.01, 0.15, 0.07, 0.00, 0.03, 0.05, 0.48],
  "largest_force_ev_per_a": 4.55,
  "total_charge": -2,
  "energy_ha": -1292.9593,
  "multiplicity": 3,
  "s2": 2.034
}

---

Record 3
{
  "formula": "H7O3",
  "method": "wB97M-V/def2-TZVPD",
  "symbols": ["H", "O", "H", "H", "O", "O", "H", "H", "H", "H"],
  "xyz": [[-0.978, 0.191, -0.436], [-0.294, 0.967, -0.602], [-2.798, -0.927, -0.044], [2.383, -0.269, 1.041], [-1.861, -0.823, 0.145], [2.018, 0.067, 0.195], [-1.703, -1.481, 0.807], [2.821, -0.050, -0.345], [-0.221, 1.708, -0.005], [0.633, 0.617, -0.756]],
  "forces_ev_per_a": [[0.028, 0.311, 0.872], [0.711, -0.781, -1.649], [-0.197, 0.263, -0.366], [-0.859, 0.328, -0.238], [-0.493, 0.421, -0.630], [1.507, -0.546, 0.169], [0.657, -0.602, 0.723], [-0.453, 0.230, -0.231], [-0.389, 0.370, 0.703], [-0.512, 0.009, 0.647]],
  "nbo_charge": [0.56, -0.81, 0.52, 0.51, -0.94, -0.99, 0.52, 0.50, 0.55, 0.57],
  "largest_force_ev_per_a": 1.96,
  "total_charge": 1,
  "relative_energy_kj_mol": 42.5
}

---

Record 4
{
  "formula": "H7O4",
  "method": "wB97M-V/def2-TZVPD",
  "symbols": ["O", "O", "H", "H", "H", "H", "H", "H", "O", "O", "H"],
  "xyz": [[-0.386, -1.150, -2.194], [0.416, -0.405, 2.787], [-1.395, -0.142, 0.540], [-0.353, -0.159, 3.309], [-0.522, -0.858, -1.235], [0.114, -0.350, 1.822], [0.705, 1.450, -1.720], [0.446, -1.625, -2.155], [-0.483, -0.320, 0.297], [0.543, 1.911, -0.893], [0.025, 1.226, -0.399]],
  "forces_ev_per_a": [[-0.087, 0.016, -0.108], [0.004, 0.025, 0.164], [-0.225, -0.064, -0.029], [0.074, -0.012, -0.158], [0.155, 0.035, 0.107], [0.010, -0.100, -0.019], [-0.002, -0.030, -0.093], [0.048, -0.044, 0.025], [-0.108, 0.257, -0.006], [-0.106, 0.240, -0.150], [0.238, -0.324, 0.269]],
  "nbo_charge": [-1.03, -1.02, 0.42, 0.44, 0.52, 0.52, 0.46, 0.44, -1.24, -1.01, 0.51],
  "largest_force_ev_per_a": 0.48,
  "total_charge": -1,
  "relative_energy_kj_mol": 0.0
}